# C64H160F2N14O27S2

A structure of composition C64H160F2N14O27S2 in a non-equilibrium geometry (the ωB97M-V functional and the def2-TZVPD basis, the Open Molecules 2025 dataset).

## Properties
- E: -6327.20071 hartree
- 2S+1: 1
- Orbital gap: 8.4 eV
- Total charge: +2

Last column: Mulliken charge in e.
Geometry (Å):
S 8.653 -24.973 22.325  1.270
S 6.737 -24.019 20.611  1.274
F 7.328 -23.401 19.337  -0.257
F 9.653 -26.037 21.908  -0.197
O 12.208 -18.414 28.305  -0.861
O 4.148 -18.850 23.957  -0.443
O 6.507 -23.042 21.708  -0.464
O 13.237 -20.296 28.922  -0.831
O 2.461 -17.920 22.869  -0.686
O 3.133 -25.803 30.350  -0.307
O 9.199 -18.501 24.761  0.186
O 7.775 -25.547 23.274  -0.670
O 15.176 -13.719 25.510  -0.454
O 10.946 -25.718 26.582  -0.482
O 9.360 -23.750 22.634  -0.469
O 4.224 -12.060 25.720  -0.320
O 13.301 -19.184 23.313  -0.622
O 5.549 -24.774 20.204  -0.862
O 13.480 -17.520 24.663  -0.076
O 5.095 -19.082 30.252  -0.634
O 15.299 -18.371 23.804  -0.784
O 6.924 -25.738 27.767  -0.672
O 3.775 -19.403 21.867  -0.449
O 9.222 -16.743 29.865  -0.571
O 1.607 -23.435 17.354  -0.295
O 11.192 -20.390 28.154  -0.143
O 7.470 -18.675 22.063  0.355
O 7.663 -24.383 29.284  -0.644
O 5.678 -24.031 28.332  -0.538
O 6.272 -18.246 28.598  -0.446
O 4.127 -18.494 28.436  -0.676
N 2.495 -22.269 20.035  0.597
N 3.576 -14.946 24.950  0.479
N 2.980 -22.691 30.515  0.541
N 3.472 -18.726 22.884  0.553
N 7.879 -25.001 20.906  -0.717
N 14.047 -18.365 23.930  0.565
N 12.214 -19.705 28.474  0.478
N 9.355 -19.622 31.432  1.540
N 15.241 -16.128 27.773  0.626
N 7.264 -21.182 25.467  0.895
N 6.793 -24.720 28.409  0.768
N 13.597 -24.216 26.342  0.715
N 10.173 -17.842 20.904  0.841
N 5.162 -18.637 29.071  0.797
C 13.385 -22.816 25.651  0.167
C 2.255 -21.381 30.699  -1.015
C 9.524 -18.052 29.470  2.349
C 8.418 -18.900 25.888  -0.586
C 3.195 -21.139 19.352  -0.872
C 10.399 -16.808 22.015  0.950
C 10.577 -18.438 25.124  0.258
C 3.164 -22.940 28.999  0.158
C 11.095 -17.544 19.763  -1.310
C 12.858 -25.244 25.474  -1.205
C 15.421 -26.002 26.702  -1.474
C 7.055 -19.798 21.354  -0.878
C 14.673 -12.450 25.926  -0.711
C 14.015 -21.596 26.377  -0.684
C 10.196 -18.649 30.656  -2.165
C 2.911 -14.664 22.490  -1.471
C 4.386 -22.588 31.133  -0.124
C 3.178 -12.403 24.882  -0.587
C 15.288 -17.503 27.040  0.973
C 11.890 -16.499 22.322  -1.643
C 2.936 -22.382 21.519  -0.935
C 5.837 -21.594 25.219  0.723
C 16.524 -15.296 27.622  -1.207
C 0.980 -22.005 19.991  -0.391
C 14.911 -16.408 29.255  0.163
C 14.255 -14.835 25.706  -0.542
C 2.969 -25.067 31.517  -0.652
C 2.770 -16.207 25.395  -0.830
C 2.891 -23.650 19.417  -0.639
C 4.871 -14.835 25.855  -0.809
C 0.605 -20.664 20.563  -1.037
C 14.885 -15.128 30.126  -1.317
C 8.143 -21.590 24.259  0.575
C 7.293 -21.461 27.986  0.386
C 7.051 -19.468 32.724  -1.431
C 9.218 -20.893 30.680  -0.140
C 9.875 -19.925 32.837  -0.578
C 10.370 -20.375 20.360  -1.942
C 5.634 -16.145 25.936  0.235
C 11.367 -20.307 32.848  -1.398
C 7.957 -18.896 31.623  0.039
C 2.188 -23.820 31.173  -1.165
C 1.655 -23.437 15.970  -0.833
C 4.046 -14.970 23.471  0.049
C 13.023 -24.204 27.727  -0.806
C 10.364 -19.264 21.422  1.084
C 1.864 -23.226 28.274  -1.620
C 9.532 -25.671 26.891  -0.216
C 16.376 -18.414 27.490  -1.623
C 8.785 -17.627 20.246  -1.080
C 15.115 -24.544 26.480  -0.172
C 2.885 -23.652 17.887  -0.797
C 9.290 -15.912 28.750  -0.045
C 4.975 -10.953 25.280  -0.753
C 7.939 -21.885 26.659  -0.106
C 4.066 -26.816 30.597  -0.760
C 7.703 -17.532 21.286  -1.074
C 4.692 -21.373 19.365  0.069
C 11.322 -25.006 25.462  0.889
C 4.405 -22.274 32.641  -1.738
C 2.583 -13.742 25.318  -0.816
C 5.734 -23.119 25.101  -1.058
C 7.111 -19.639 25.566  -0.094
C 14.059 -15.347 27.202  0.338
H 15.463 -17.302 25.984  0.017
H 6.225 -21.469 27.829  -0.559
H 13.298 -23.353 28.343  0.456
H 12.309 -15.789 21.673  0.467
H 13.270 -14.504 25.362  0.656
H 8.176 -18.052 26.435  0.528
H 6.676 -19.287 24.653  0.311
H 3.574 -22.846 17.584  0.324
H 16.554 -19.180 26.735  0.414
H 9.604 -19.331 22.153  -0.558
H 14.277 -17.906 27.287  -0.458
H 5.032 -21.342 20.362  -0.521
H 8.328 -21.499 30.888  0.115
H 15.634 -24.110 25.609  0.418
H 10.918 -18.222 18.926  0.435
H 3.838 -27.414 31.511  0.307
H 11.942 -16.046 23.326  0.264
H 2.864 -20.613 30.308  0.373
H 5.046 -16.971 26.291  0.226
H 3.372 -24.550 17.505  0.604
H 17.210 -15.720 28.359  0.442
H 1.539 -24.242 28.508  0.428
H 8.894 -16.698 19.698  0.602
H 10.091 -21.479 30.939  0.306
H -0.475 -20.732 20.833  0.389
H 10.210 -21.285 20.893  0.590
H 7.756 -20.626 21.418  -0.220
H 15.144 -26.634 25.893  0.383
H 6.055 -16.460 25.002  0.146
H 13.911 -14.697 30.104  0.416
H 12.528 -17.384 22.348  0.180
H 7.910 -16.776 22.030  0.552
H 10.342 -18.100 28.776  -0.775
H 7.464 -21.460 23.421  -0.959
H 2.132 -22.814 22.098  0.421
H 15.003 -21.391 25.902  0.420
H 12.306 -22.739 25.575  -0.752
H 8.998 -19.545 26.565  -0.105
H 13.678 -12.164 25.611  0.295
H 5.241 -20.637 18.788  0.482
H 5.240 -21.229 26.057  0.516
H 11.066 -23.950 25.538  -0.445
H 0.414 -22.755 20.566  0.478
H 5.057 -26.416 30.863  0.293
H 4.154 -27.467 29.731  0.286
H 4.456 -14.552 26.834  0.422
H 14.919 -26.309 27.645  0.348
H 4.862 -14.259 23.435  0.520
H 8.191 -17.850 31.696  0.639
H 4.843 -22.427 19.043  -0.004
H 11.333 -19.270 21.932  0.197
H 3.908 -24.755 31.974  0.355
H 4.298 -10.091 25.074  0.336
H 9.186 -24.641 27.076  -0.148
H 5.415 -22.451 32.935  0.411
H 1.620 -13.877 24.844  0.395
H 15.356 -11.674 25.684  0.343
H 4.473 -15.986 23.349  -0.135
H 4.697 -23.274 24.792  0.684
H 6.813 -17.194 20.798  0.556
H 2.730 -21.149 18.347  0.608
H 13.455 -20.716 26.173  -0.157
H 11.052 -17.466 24.916  -0.297
H 9.315 -14.853 29.046  0.481
H 3.838 -23.009 33.158  0.471
H 3.884 -23.953 19.816  0.377
H 6.024 -19.268 32.375  0.445
H 3.328 -14.659 21.516  0.484
H 15.050 -15.450 31.131  0.451
H 16.483 -26.166 26.890  0.433
H 4.841 -21.732 30.639  0.126
H 8.485 -16.190 28.085  -0.131
H 2.086 -23.288 27.224  0.443
H 2.866 -16.260 26.472  0.549
H 9.835 -17.249 22.842  -0.748
H 7.248 -19.116 33.745  0.335
H 10.903 -16.517 19.518  0.479
H 14.007 -17.012 29.248  -0.198
H 9.791 -19.022 33.378  0.452
H 0.685 -23.073 15.658  0.262
H 9.329 -20.745 29.622  -0.520
H 6.317 -23.595 24.357  -0.174
H 0.749 -19.803 19.901  0.305
H 5.568 -10.577 26.100  0.259
H 1.892 -24.430 15.588  0.301
H 7.388 -19.070 30.715  -0.176
H 2.424 -13.699 22.694  0.322
H 6.870 -19.508 20.312  0.579
H 12.105 -17.747 20.105  0.349
H 16.935 -15.462 26.659  0.346
H 14.584 -12.444 27.050  0.219
H 1.315 -21.351 30.113  0.303
H 9.027 -21.667 26.567  -0.025
H 11.075 -19.190 30.398  0.898
H 8.647 -18.569 29.085  -0.309
H 15.687 -17.056 29.661  0.509
H 11.231 -20.355 19.664  0.419
H 1.152 -20.399 21.490  0.206
H 13.248 -16.083 27.209  -0.549
H 10.450 -17.820 31.339  0.374
H 1.941 -23.427 32.166  0.489
H 2.016 -21.219 31.745  0.447
H 5.438 -13.978 25.449  0.336
H 3.886 -22.853 21.675  0.216
H 13.785 -22.896 24.626  0.455
H 16.439 -14.233 27.848  0.316
H 14.557 -15.670 25.082  0.010
H 5.783 -23.645 26.076  -0.311
H 13.130 -26.172 25.901  0.628
H 15.633 -14.332 29.943  0.252
H 3.012 -20.175 19.912  0.340
H 4.847 -23.499 30.845  0.511
H 7.547 -20.480 28.438  -0.057
H 2.536 -25.732 32.251  0.634
H 4.079 -21.237 32.859  0.280
H 1.739 -16.143 25.033  0.333
H 1.277 -23.881 30.641  0.798
H 3.247 -17.097 24.973  0.015
H 15.369 -23.959 27.370  0.313
H 2.453 -11.557 24.917  0.462
H 11.967 -19.404 32.633  0.286
H 10.696 -18.640 26.259  0.115
H 9.491 -20.439 19.697  0.314
H 5.611 -11.191 24.392  0.292
H 13.300 -25.137 28.174  0.424
H 8.437 -22.646 24.275  -0.250
H 11.150 -19.186 24.557  -0.048
H 6.488 -16.011 26.602  -0.363
H 13.738 -14.519 27.831  0.713
H 3.872 -23.785 28.864  0.113
H 9.345 -20.729 33.292  0.488
H 14.047 -21.671 27.463  0.306
H 10.270 -16.027 28.198  -0.200
H 11.621 -20.798 33.780  0.460
H 1.031 -22.530 28.302  0.321
H 17.365 -17.918 27.618  0.292
H 3.038 -21.413 21.979  0.150
H 11.607 -21.098 32.194  0.377
H 7.231 -20.551 32.798  0.107
H 13.219 -25.254 24.440  0.339
H 2.218 -15.528 22.484  0.283
H 8.873 -26.156 26.117  0.335
H 6.470 -19.516 26.452  -0.243
H 8.710 -18.399 19.519  0.532
H 6.052 -19.954 21.705  0.310
H 5.473 -21.082 24.333  -0.076
H 11.926 -24.224 27.730  0.044
H 2.156 -24.278 19.906  0.726
H 10.020 -15.881 21.559  0.485
H 2.442 -22.802 15.579  0.373
H 0.628 -22.095 18.958  0.292
H 3.543 -12.457 23.825  0.346
H 2.563 -13.822 26.381  0.610
H 10.914 -25.362 24.498  0.125
H 7.387 -22.278 28.722  -0.227
H 8.970 -20.920 24.139  0.270
H 16.110 -18.938 28.444  0.331
H 7.809 -22.955 26.486  0.532
H 3.695 -22.035 28.750  0.309
H 9.393 -26.204 27.846  0.347



# C45H56CdN9O4P2Si2Te

A structure of composition C45H56CdN9O4P2Si2Te in a non-equilibrium geometry (the ωB97M-V functional and the def2-TZVPD basis, the Open Molecules 2025 dataset).

## Properties
- E: -4239.66488 hartree
- 2S+1: 1
- Orbital gap: 7.0 eV
- Relative energy (zero: lowest compared OMol25 entry of this formula, charge and spin): 5.9 kJ/mol
- Total charge: -1

Last column: Mulliken charge in e.
Geometry (Å):
Te 1.972 2.467 0.266  0.322
Cd -0.063 -0.075 0.468  4.052
P -1.677 -1.943 -0.820  2.107
P -1.040 0.235 -2.536  1.985
Si -1.931 3.164 -2.467  0.472
Si -3.199 -1.734 1.890  0.425
O 1.200 -3.758 2.481  -0.881
O 0.795 1.210 2.123  -1.186
O 0.191 2.482 3.862  -0.779
O 0.345 -1.810 2.744  -0.526
N 1.050 -2.578 2.145  0.993
N -1.938 -1.622 0.734  0.165
N -1.180 2.350 2.087  -0.183
N -1.622 1.580 -1.909  0.409
N 1.687 -2.074 1.096  -0.378
N -1.684 1.520 1.066  -0.075
N 3.085 -2.084 -0.681  -0.389
N 2.802 -0.732 -0.855  0.114
N 2.805 -4.054 0.521  -0.326
C -1.988 -1.786 -4.246  -0.178
C 0.384 0.322 -5.049  -0.581
C 2.430 3.722 1.931  0.350
C -4.236 -3.352 1.934  -1.401
C -3.159 0.292 -4.382  -0.586
C 2.486 -2.768 0.317  0.200
C 0.347 0.637 -3.695  0.589
C 4.726 3.561 -0.745  -0.583
C -0.383 -1.006 -1.509  -3.300
C -2.809 -2.315 -5.224  -0.601
C 2.515 1.407 -5.280  -0.886
C 3.870 5.143 -2.826  -0.531
C 0.009 1.975 2.769  0.374
C -1.345 3.617 -4.237  -1.120
C -5.141 -3.178 -2.711  -0.980
C 0.156 -4.000 -1.463  0.067
C 5.224 5.044 -2.560  -0.509
C -1.064 -3.675 -0.885  -0.225
C -3.817 3.546 -2.394  -1.368
C -3.815 -1.541 -5.782  -0.899
C 3.680 4.203 3.922  -0.621
C 1.593 4.790 2.209  -0.076
C 1.406 1.358 -3.158  0.581
C -0.053 -6.261 -0.679  -0.764
C -1.274 -5.945 -0.103  -0.941
C 1.800 5.562 3.338  -0.628
C 2.848 5.274 4.194  -0.499
C -2.461 -1.505 3.634  -1.144
C 3.360 3.649 -0.990  0.601
C -1.149 4.407 -1.238  -0.818
C -5.889 -2.016 -2.643  -0.824
C -4.554 -0.359 1.736  -1.326
C -3.984 -0.234 -5.359  -0.671
C -4.044 -0.894 -1.613  -0.710
C 5.652 4.246 -1.512  -0.658
C -1.772 -4.661 -0.210  -0.529
C -5.336 -0.868 -2.096  -0.729
C -3.851 -3.211 -2.211  -0.541
C 0.657 -5.288 -1.365  -0.804
C -3.303 -2.070 -1.644  1.101
C 1.455 0.710 -5.835  -0.921
C 2.489 1.732 -3.932  -0.670
C 2.953 4.454 -2.049  -0.111
C -2.162 -0.480 -3.809  0.641
C 3.468 3.426 2.796  -0.382
H -4.456 -1.957 -6.548  0.318
H -3.243 -1.263 4.349  0.351
H -0.434 -0.225 -5.494  0.448
H -4.680 0.000 0.720  0.270
H -5.918 0.042 -2.050  0.483
H -4.730 -3.541 0.984  0.364
H 1.341 1.649 -2.115  -1.052
H 1.132 6.382 3.559  0.405
H 1.608 -5.545 -1.821  0.552
H -1.831 -6.699 0.436  0.438
H 2.241 -0.553 -1.686  -0.158
H -1.720 -0.712 3.659  0.212
H -2.667 -3.339 -5.546  0.418
H 4.096 2.567 2.600  0.366
H -5.518 -0.744 2.056  0.488
H -5.563 -4.069 -3.155  0.400
H -4.381 3.066 -3.188  0.311
H -0.065 4.433 -1.330  -0.213
H -1.866 2.781 2.701  0.231
H -3.630 -4.215 2.189  0.292
H -2.477 0.956 1.371  -0.045
H -4.244 3.220 -1.450  0.357
H -2.717 -4.392 0.232  0.448
H 0.695 -3.226 -1.997  0.282
H -4.331 0.495 2.371  0.454
H 6.709 4.151 -1.300  0.385
H -3.562 -0.003 -1.227  0.542
H -3.281 1.309 -4.047  -0.050
H -1.923 2.049 0.222  -0.273
H 4.489 3.958 4.597  0.370
H 3.299 2.291 -3.486  0.455
H 3.343 -4.597 -0.129  0.206
H 3.531 5.762 -3.646  0.436
H -1.373 4.150 -0.206  0.233
H 5.944 5.584 -3.161  0.377
H -3.266 -4.118 -2.276  0.529
H -4.765 0.377 -5.788  0.360
H 3.532 -2.608 -1.430  0.223
H -1.523 5.413 -1.409  0.536
H -0.260 3.623 -4.296  0.233
H 3.654 -0.176 -0.853  0.328
H -1.700 4.596 -4.547  0.517
H -1.967 -2.406 3.978  0.305
H 0.342 -7.265 -0.588  0.363
H 0.763 5.002 1.546  0.246
H 1.901 4.535 -2.286  -0.031
H 1.456 0.465 -6.889  0.411
H 5.064 2.930 0.068  0.310
H 3.355 1.701 -5.892  0.396
H -1.701 2.892 -4.966  0.292
H 2.286 -4.493 1.287  0.266
H -1.202 -2.378 -3.796  0.318
H -5.011 -3.279 2.692  0.451
H -6.898 -1.999 -3.029  0.379
H 3.004 5.877 5.080  0.356
H -3.992 4.615 -2.478  0.399